Model a:
{
  "formula": "C11H21N5O3",
  "method": "ωB97M-V with the def2-TZVPD basis set",
  "species": ["H", "N", "C", "N", "N", "C", "C", "C", "C", "N", "C", "O", "C", "C", "C", "C", "N", "C", "O", "O", "H", "H", "H", "H", "H", "H", "H", "H", "H", "H", "H", "H", "H", "H", "H", "H", "H", "H", "H", "H"],
  "positions_angstrom": [[2.027, -3.134, 0.209], [1.898, -2.243, -0.287], [2.805, -1.227, -0.160], [3.921, -1.262, 0.629], [2.868, -0.244, -1.087], [3.192, 1.201, -0.841], [2.021, 1.614, 0.039], [0.631, 1.231, -0.678], [-0.705, 1.737, 0.203], [-2.010, 1.468, -0.592], [-2.474, 0.260, -1.085], [-3.628, 0.321, -1.547], [-1.715, -0.983, -0.722], [-2.828, -2.172, -0.496], [-2.936, -2.290, 1.074], [-1.519, -1.711, 1.654], [-0.775, -1.074, 0.512], [-0.567, 3.220, 0.590], [0.437, 3.744, 0.933], [-1.753, 3.819, 0.503], [4.734, -0.938, 0.229], [3.997, -2.035, 1.243], [2.387, -0.322, -2.006], [3.981, 1.066, -0.014], [3.496, 1.653, -1.735], [2.276, 2.754, 0.159], [1.958, 1.049, 0.893], [0.480, 0.149, -0.825], [0.391, 1.810, -1.712], [-1.054, 1.124, 1.054], [-2.665, 2.228, -0.882], [-1.183, -1.167, -1.794], [-2.592, -3.017, -1.164], [-3.870, -1.577, -0.868], [-3.782, -1.551, 1.445], [-3.290, -3.211, 1.456], [-1.833, -1.043, 2.351], [-0.927, -2.395, 2.451], [0.027, -1.639, 0.194], [-1.421, 4.789, 0.673]],
  "lumo_ev": 0.61,
  "multiplicity": 1,
  "total_charge": 0,
  "homo_energy_ha": -0.3172,
  "homo_lumo_gap_ev": 9.244
}



Model b:
{
  "formula": "C11H21N5O3",
  "method": "ωB97M-V with the def2-TZVPD basis set",
  "species": ["H", "N", "C", "N", "N", "C", "C", "C", "C", "N", "C", "O", "C", "C", "C", "C", "N", "C", "O", "O", "H", "H", "H", "H", "H", "H", "H", "H", "H", "H", "H", "H", "H", "H", "H", "H", "H", "H", "H", "H"],
  "positions_angstrom": [[-2.520, 2.415, -1.293], [-1.628, 2.796, -1.418], [-0.744, 2.660, -0.576], [0.575, 3.130, -0.899], [-0.776, 1.681, 0.458], [-1.996, 1.658, 1.357], [-2.830, 0.458, 1.299], [-2.003, -0.852, 1.715], [-1.118, -1.479, 0.566], [-0.091, -0.725, -0.062], [1.133, -1.243, -0.208], [1.347, -2.399, 0.074], [2.090, -0.272, -0.809], [3.525, -0.853, -0.769], [4.082, -0.369, 0.544], [2.918, 0.364, 1.245], [2.028, 0.780, 0.206], [-1.981, -1.802, -0.724], [-2.257, -0.977, -1.573], [-2.306, -3.091, -0.788], [0.389, 3.536, -1.833], [1.036, 3.717, -0.077], [-0.014, 1.726, 1.127], [-2.707, 2.446, 0.910], [-1.729, 2.145, 2.274], [-3.242, 0.214, 0.261], [-3.589, 0.517, 2.069], [-2.798, -1.584, 1.945], [-1.403, -0.618, 2.628], [-0.685, -2.384, 0.999], [-0.213, 0.282, -0.247], [1.700, 0.023, -1.778], [4.289, -0.294, -1.488], [3.499, -1.933, -1.051], [4.435, -1.159, 1.196], [5.005, 0.193, 0.520], [3.371, 1.224, 1.762], [2.436, -0.380, 1.915], [2.366, 1.723, -0.043], [-3.113, -3.319, -1.328]],
  "lumo_ev": 0.47,
  "multiplicity": 1,
  "total_charge": 0,
  "homo_energy_ha": -0.3158,
  "homo_lumo_gap_ev": 9.066
}



Name the least stable of them. model a.



Model a:
{
  "formula": "CH4FINP",
  "method": "ωB97M-V with the def2-TZVPD basis set",
  "species": ["C", "N", "F", "P", "I", "H", "H", "H", "H"],
  "positions_angstrom": [[0.933, -0.528, -0.205], [0.180, 0.321, 0.728], [-0.604, 2.012, -0.844], [-0.860, 1.569, 0.681], [-3.191, -0.887, -0.523], [1.086, -0.131, -1.143], [1.856, -0.878, 0.093], [0.377, -1.455, -0.398], [0.224, -0.022, 1.611]],
  "lumo_ev": -1.97,
  "multiplicity": 1,
  "total_charge": 0,
  "homo_energy_ha": -0.2893,
  "homo_lumo_gap_ev": 5.903
}



Model b:
{
  "formula": "CH4FINP",
  "method": "ωB97M-V with the def2-TZVPD basis set",
  "species": ["C", "N", "P", "F", "I", "H", "H", "H", "H"],
  "positions_angstrom": [[-0.106, -0.359, 1.221], [-0.673, 0.404, 0.171], [-0.207, -0.502, -1.730], [-0.913, 0.631, -2.589], [2.001, 0.266, -2.023], [0.998, -0.506, 1.236], [-0.388, 0.200, 2.073], [-0.697, -1.309, 1.494], [-0.014, 1.175, 0.147]],
  "lumo_ev": 0.15,
  "multiplicity": 1,
  "total_charge": 0,
  "homo_energy_ha": -0.3342,
  "homo_lumo_gap_ev": 9.243
}



Model c:
{
  "formula": "CH4FINP",
  "method": "ωB97M-V with the def2-TZVPD basis set",
  "species": ["C", "N", "F", "P", "I", "H", "H", "H", "H"],
  "positions_angstrom": [[0.205, 0.640, 1.147], [0.360, 0.120, -0.196], [-2.583, -1.517, -0.449], [0.212, -1.384, -0.875], [0.536, -0.857, -3.192], [0.473, 1.754, 1.045], [-0.796, 0.475, 1.569], [0.969, 0.095, 1.856], [0.624, 0.674, -0.904]],
  "lumo_ev": [-1.86, -1.86],
  "multiplicity": 1,
  "total_charge": 0,
  "homo_energy_ha": [-0.3302, -0.3302],
  "homo_lumo_gap_ev": [7.128, 7.127]
}



Name the least stable of them. model c.



Model a:
{
  "formula": "C7H4S",
  "method": "ωB97M-V with the def2-TZVPD basis set",
  "species": ["C", "C", "C", "C", "C", "C", "C", "S", "H", "H", "H", "H"],
  "positions_angstrom": [[2.880, -1.237, 0.115], [1.713, -0.988, 0.087], [0.291, -0.929, -0.133], [-0.500, 0.228, -0.097], [-1.962, 0.142, -0.055], [-3.183, 0.209, 0.037], [0.147, 1.566, 0.223], [1.811, 1.928, -0.104], [3.849, -1.555, -0.143], [-0.175, -1.974, -0.236], [-4.232, 0.323, -0.108], [-0.639, 2.288, 0.415]],
  "lumo_ev": -1.47,
  "multiplicity": 1,
  "total_charge": 0,
  "homo_energy_ha": -0.3142,
  "homo_lumo_gap_ev": 7.079
}



Model b:
{
  "formula": "C7H4S",
  "method": "ωB97M-V with the def2-TZVPD basis set",
  "species": ["S", "C", "C", "C", "C", "C", "C", "C", "H", "H", "H", "H"],
  "positions_angstrom": [[3.265, 0.495, -0.057], [1.734, 0.101, -0.153], [0.733, -0.244, 0.836], [0.047, -1.321, 0.126], [-0.793, -0.309, 0.912], [-1.247, 0.782, 0.040], [-0.541, 0.807, -1.047], [0.547, -0.205, -0.989], [0.273, -2.441, 0.132], [-1.420, -0.309, 1.758], [-2.076, 1.346, 0.392], [-0.523, 1.298, -1.949]],
  "lumo_ev": [-0.14, -0.14],
  "multiplicity": 1,
  "total_charge": 0,
  "homo_energy_ha": [-0.3020, -0.3020],
  "homo_lumo_gap_ev": [8.079, 8.079]
}



Name the least stable of them. model b.



Model a:
{
  "formula": "C4H7ClN2",
  "method": "ωB97M-V with the def2-TZVPD basis set",
  "species": ["C", "C", "C", "N", "Cl", "C", "N", "H", "H", "H", "H", "H", "H", "H"],
  "positions_angstrom": [[0.176, 1.531, -0.002], [-0.386, 0.131, -0.340], [-1.237, -0.696, 0.660], [0.688, -0.830, -0.746], [1.525, -0.367, -2.372], [1.479, -1.381, 0.094], [2.209, -1.920, 0.827], [-0.232, 1.863, 0.926], [1.348, 1.622, -0.012], [-0.146, 2.266, -0.763], [-1.046, 0.463, -1.115], [-0.773, -0.776, 1.741], [-1.318, -1.708, 0.430], [-2.287, -0.199, 0.671]],
  "lumo_ev": -1.00,
  "multiplicity": 1,
  "total_charge": 0,
  "homo_energy_ha": -0.3599,
  "homo_lumo_gap_ev": 8.790
}



Model b:
{
  "formula": "C4H7ClN2",
  "method": "ωB97M-V with the def2-TZVPD basis set",
  "species": ["C", "C", "C", "C", "N", "N", "Cl", "H", "H", "H", "H", "H", "H", "H"],
  "positions_angstrom": [[1.563, -0.689, -0.445], [0.616, 0.129, -0.058], [0.707, 1.647, 0.056], [-0.841, -0.236, -0.020], [-1.122, -1.578, 0.113], [-1.785, 0.688, -0.001], [-3.421, 0.143, -0.035], [2.632, -0.342, -0.524], [1.564, -1.791, -0.547], [-0.133, 2.119, -0.288], [1.751, 1.804, -0.365], [0.833, 1.811, 1.068], [-0.304, -2.056, 0.641], [-2.059, -1.651, 0.407]],
  "lumo_ev": 0.63,
  "multiplicity": 1,
  "total_charge": 0,
  "homo_energy_ha": -0.3403,
  "homo_lumo_gap_ev": 9.890
}



Name the least stable of them. model a.